(1)
ORCA calculation (ωB97M-V/def2-TZVPD) on C43H33InN6O3S4Se3 as an isolated structure.

Total charge: -2
HOMO-LUMO gap, Ha: 0.2135
LUMO energy, eV: 3.420
Highest occupied orbital energy, eV: -2.39
Spin multiplicity: 1

Geometry as XYZ:
```
93
Properties=species:S:1:pos:R:3:forces:R:3
In -0.013284 -0.256301 -1.541802 0.0 -0.2 0.1
O -4.550154 5.780013 -0.638451 0.0 0.0 0.0
C -4.633426 4.721376 0.012145 0.1 0.1 0.1
O -5.197845 4.484942 1.099937 -0.1 0.0 0.0
C -3.883429 3.516297 -0.597521 0.0 -0.1 0.0
C -4.050787 2.238044 -0.082854 0.0 0.0 -0.1
C -3.324365 1.184920 -0.625554 -0.1 -0.1 0.1
N -2.457164 1.353442 -1.617271 0.0 -0.1 0.0
C -2.268509 2.575611 -2.101019 0.0 0.1 -0.2
C -2.981111 3.679390 -1.635998 0.0 0.0 0.0
C -1.187498 2.687158 -3.129868 0.0 0.0 0.1
C -0.786083 3.910428 -3.660318 0.0 0.0 0.0
C 0.266474 3.941409 -4.557336 0.0 0.0 0.0
C 0.906568 2.760049 -4.895725 0.0 0.0 0.0
C 0.459834 1.591408 -4.303944 -0.1 0.1 0.0
N -0.568447 1.552377 -3.458896 0.3 -0.1 -0.2
C -3.442993 -0.206099 -0.088007 0.0 0.1 0.0
C -3.794151 -0.424683 1.245407 0.0 0.0 0.0
C -3.871592 -1.721796 1.717221 0.0 0.0 0.0
C -3.593650 -2.768342 0.852072 0.0 0.0 0.0
C -3.246114 -2.455359 -0.452964 0.0 -0.1 0.0
N -3.174476 -1.213689 -0.920473 0.0 0.0 0.0
H -4.756968 2.106999 0.725475 0.0 0.0 0.0
H -2.854005 4.678196 -2.027390 0.0 0.0 0.0
H -1.269161 4.827384 -3.358700 0.0 0.0 0.0
H 0.600354 4.886415 -4.967760 0.0 0.0 0.0
H 1.754108 2.744448 -5.566845 0.0 0.0 0.0
H 0.961773 0.644931 -4.483435 0.0 0.0 0.0
H -3.975899 0.414165 1.903189 0.0 0.0 0.0
H -4.127579 -1.911927 2.752771 0.0 0.0 0.0
H -3.622040 -3.799493 1.179367 0.0 0.0 0.0
H -2.996367 -3.241964 -1.160342 0.0 0.0 0.1
Se 4.977682 1.853086 -0.890224 0.1 -0.1 0.0
C 3.228074 1.717482 -1.313972 -0.1 0.0 0.1
N 2.087499 1.643086 -1.544834 0.0 -0.1 -0.2
S 0.698200 -2.548155 3.841295 0.0 0.0 0.0
C 0.802871 -3.390953 2.354233 0.0 0.0 0.0
C 0.336145 -2.607469 1.351964 -0.1 0.1 -0.1
N -0.098480 -1.358591 1.730072 0.0 0.0 0.1
C 0.033215 -1.195556 3.007494 0.0 -0.1 0.0
H 1.208272 -4.386709 2.288631 0.0 0.0 0.0
H 0.301045 -2.889455 0.307578 0.0 0.0 0.0
H -0.232986 -0.291301 3.538809 0.0 0.0 0.0
O 1.083732 -1.968152 -2.666151 0.3 0.3 0.0
C 1.744307 -3.141741 -2.475448 -0.2 -0.3 -0.1
C 2.520925 -3.509761 -3.744853 -0.1 0.1 -0.1
C 2.662696 -4.698426 -4.393441 0.1 -0.1 0.0
C 3.466083 -4.595225 -5.569111 0.0 0.0 0.1
C 3.900918 -3.322723 -5.781650 0.0 0.0 0.0
S 3.335976 -2.247418 -4.573926 0.0 0.0 0.0
C 2.748255 -3.092770 -1.313865 0.0 0.0 -0.1
C 2.996474 -2.037095 -0.497974 0.1 0.0 0.1
C 4.017455 -2.289703 0.467004 0.0 0.1 -0.1
C 4.537357 -3.538526 0.360844 0.0 0.0 0.0
S 3.807745 -4.408465 -0.928849 0.0 0.0 0.0
C 0.694503 -4.238997 -2.215651 -0.1 0.1 0.2
C 0.651396 -5.335900 -1.404910 0.0 -0.1 -0.1
C -0.598691 -6.024209 -1.458949 0.1 0.0 0.0
C -1.479003 -5.425751 -2.306912 0.1 0.0 0.0
S -0.811888 -4.020206 -3.021327 0.1 0.0 0.0
H 2.211521 -5.616290 -4.040278 0.0 0.0 0.0
H 3.696884 -5.427453 -6.220890 0.0 0.0 0.0
H 4.515085 -2.960050 -6.591032 0.0 0.0 0.0
H 2.496512 -1.086084 -0.600247 0.0 0.1 0.0
H 4.361009 -1.545777 1.170859 0.0 0.0 0.0
H 5.331759 -3.988111 0.935734 0.0 0.0 0.0
H 1.479583 -5.645481 -0.784306 0.0 0.0 0.0
H -0.824328 -6.910695 -0.880882 0.0 0.0 0.0
H -2.492760 -5.723836 -2.525357 0.0 0.0 0.0
Se -0.171512 4.295486 0.307350 -0.1 0.1 -0.1
C 1.537609 4.888134 -0.094882 0.0 0.0 0.0
N 2.500187 5.429625 -0.423368 0.1 0.0 0.1
C 0.110359 2.835090 7.233931 0.0 0.0 0.0
C 0.105415 2.687477 5.733773 0.0 0.0 0.0
C -1.024400 2.991073 4.987197 0.0 0.0 0.0
C -1.049581 2.860859 3.600934 -0.1 0.0 0.0
C -2.322590 3.192878 2.866777 0.1 0.0 0.1
C 0.116881 2.428581 2.953068 0.1 -0.1 0.0
Se 0.116934 2.113178 1.053175 0.0 0.1 -0.1
C 1.274656 2.109574 3.680549 0.0 0.0 0.0
C 2.559904 1.618282 3.057050 0.0 0.0 0.0
C 1.237171 2.242857 5.065985 0.0 0.0 0.0
H -0.863524 3.160095 7.599830 0.0 0.0 0.0
H 0.852677 3.570710 7.550713 0.0 0.0 0.0
H 0.358915 1.890223 7.721406 0.0 0.0 0.0
H -1.923421 3.329705 5.492419 0.0 0.0 0.0
H -3.186094 3.097253 3.525299 0.0 0.0 0.0
H -2.471968 2.548565 2.000363 0.0 0.0 0.1
H -2.314939 4.221080 2.498992 0.0 0.0 0.0
H 2.542484 1.615345 1.970790 0.0 0.0 0.0
H 2.776845 0.601341 3.393228 0.0 0.0 0.0
H 3.392573 2.252542 3.365397 0.0 0.0 0.0
H 2.128359 1.993684 5.635437 0.0 0.0 0.0
```
Positions in Å, forces in eV/Å.

(2)
ORCA calculation (ωB97M-V/def2-TZVPD) on C43H34AsBrN7O3RuS2Se as an isolated structure.

<S²>: 8.851
HOMO-LUMO gap (spin up / spin down), Ha: 0.2079 / 0.2581
LUMO energy (spin up / spin down), eV: 0.225 / -0.788
Highest occupied orbital energy (spin up / spin down), eV: -5.43 / -7.81
Spin multiplicity: 6

Geometry as XYZ:
```
93
Properties=species:S:1:pos:R:3:forces:R:3
Ru -0.706883 0.234538 -1.729713 0.4 0.4 -0.4
S -0.321638 2.436416 -2.242733 -0.1 -0.1 0.0
C 0.288040 3.436000 -0.912729 0.1 0.0 0.0
C 0.634676 4.745984 -1.266027 0.0 0.0 0.0
C 1.144022 5.626729 -0.331725 0.0 0.0 0.0
C 1.316541 5.221612 0.986132 0.0 0.0 0.0
C 0.967266 3.931923 1.349235 0.0 0.0 0.0
C 0.448135 3.033429 0.415762 0.0 0.0 0.0
As -0.055154 1.229613 0.939055 -0.5 -0.2 0.1
C -1.762758 1.566084 1.818006 0.1 0.1 0.0
C -2.567480 0.337164 2.110657 0.0 0.0 0.0
C -3.811737 0.592167 2.884715 0.0 0.0 0.0
C -4.250809 1.847315 3.141048 0.0 0.0 0.0
C -3.499876 2.975219 2.738423 0.0 0.0 0.0
C -2.252172 2.801820 2.104209 0.0 0.0 0.0
C 1.068185 1.065764 2.532267 0.3 0.1 -0.1
C 2.416467 0.785012 2.319339 0.0 -0.1 0.0
C 3.298158 0.690121 3.384451 0.0 0.0 0.0
C 2.838926 0.881427 4.681668 0.0 0.0 0.0
C 1.501807 1.174192 4.899478 0.0 0.0 0.0
C 0.618884 1.265666 3.829832 0.0 0.1 0.1
H 0.499017 5.063037 -2.292853 0.0 0.0 0.0
H 1.408387 6.632681 -0.632550 0.0 0.0 0.0
H 1.716210 5.904154 1.724724 0.0 0.0 0.0
H 1.096500 3.614862 2.376690 0.0 0.0 0.0
H -2.825470 -0.168068 1.170679 0.0 0.0 0.0
H -4.370892 -0.278058 3.205290 0.0 0.0 0.0
H -5.182504 1.990321 3.673888 0.0 0.0 0.0
H -3.859952 3.972485 2.950397 0.0 0.0 0.0
H -1.675678 3.683051 1.846413 0.0 0.0 0.0
H 2.782061 0.641138 1.307935 0.0 0.0 0.0
H 4.342636 0.469832 3.202480 0.0 0.0 0.0
H 3.523840 0.808652 5.516791 0.0 0.0 0.0
H 1.138212 1.334466 5.907375 0.0 0.0 0.0
H -0.421709 1.508705 4.014610 0.0 0.0 0.0
S -5.119908 0.042399 -0.980192 0.0 0.0 0.0
C -4.689393 1.692682 -0.809927 0.0 0.0 0.0
C -3.356012 1.903322 -0.984512 0.0 0.0 0.0
C -2.636579 0.702388 -1.249286 0.0 -0.1 0.0
C -3.482845 -0.379853 -1.279373 0.0 0.0 0.0
C -2.966635 -1.706408 -1.527969 0.0 -0.1 0.0
C -3.715812 -2.867916 -1.657198 0.0 0.0 0.0
C -3.060224 -4.061736 -1.885836 0.0 0.0 0.0
C -1.676010 -4.072965 -1.970467 0.0 0.0 0.0
C -0.995978 -2.879180 -1.829670 0.0 0.0 -0.1
N -1.624368 -1.724223 -1.628121 0.1 0.0 0.1
H -5.448909 2.425080 -0.587120 0.0 0.0 0.0
H -2.897388 2.879563 -0.927358 0.0 0.0 0.0
H -4.794038 -2.823811 -1.587328 0.0 0.0 0.0
H -3.623287 -4.979220 -1.995471 0.0 0.0 0.0
H -1.126478 -4.988732 -2.134522 0.0 0.0 0.0
H 0.082572 -2.833101 -1.879274 0.0 0.0 0.0
Br -0.372770 -4.695178 1.127043 0.0 0.0 0.0
C 0.129655 -3.758121 2.688459 0.0 0.0 0.0
C 1.105046 -4.375197 3.459319 0.0 0.0 0.0
C 1.546038 -3.790474 4.633117 0.0 0.0 0.0
C 1.003517 -2.585775 5.049939 0.0 0.0 0.0
C 0.032455 -1.975146 4.279758 0.0 0.0 0.0
C -0.418016 -2.534227 3.081793 0.0 0.0 0.0
C -1.451716 -1.794864 2.287187 -0.1 -0.1 0.1
O -1.725573 -0.597166 2.855183 0.1 0.0 -0.1
O -1.996606 -2.194460 1.293646 0.0 0.0 0.0
H 1.515646 -5.318196 3.127743 0.0 0.0 0.0
H 2.309391 -4.282889 5.221780 0.0 0.0 0.0
H 1.336261 -2.117686 5.966713 0.0 0.0 0.0
H -0.391870 -1.037779 4.599050 0.0 0.0 0.0
C 5.091330 -0.309831 -2.591515 0.0 0.0 0.0
N 3.825541 -0.498341 -1.927898 0.0 0.0 0.1
C 3.551258 -1.511105 -0.933273 0.0 0.0 0.0
C 2.104886 -1.179640 -0.553252 0.0 -0.1 0.0
O 1.456207 -1.772291 0.276885 0.0 -0.1 0.0
N 1.679407 -0.130045 -1.337155 -0.2 -0.2 0.1
C 2.706348 0.227433 -2.113406 0.1 0.1 0.0
N 2.646548 1.243939 -2.967710 -0.1 0.0 0.0
H 5.895314 -0.594516 -1.914235 0.0 0.0 0.0
H 5.232015 0.741959 -2.840559 0.0 0.0 0.0
H 5.172817 -0.908526 -3.502446 0.0 0.0 0.0
H 4.215343 -1.444134 -0.069413 0.0 0.0 0.0
H 3.600284 -2.524325 -1.341100 0.0 0.0 0.0
H 1.739146 1.702776 -3.055337 0.0 0.0 0.0
H 3.294224 1.301279 -3.732942 0.0 0.0 0.0
Se -2.691874 0.840705 -5.631417 0.1 -0.1 0.0
N -1.565474 -0.005468 -6.765228 0.0 0.0 0.0
C -0.600664 -0.536798 -6.022280 0.0 0.0 0.0
C 0.498490 -1.292715 -6.465032 0.0 0.0 0.0
C 1.399689 -1.769464 -5.512805 0.0 0.0 0.0
C 1.224873 -1.485550 -4.168447 0.0 -0.1 0.0
N 0.202189 -0.749961 -3.695864 0.0 0.2 0.0
C -0.702134 -0.304900 -4.592668 0.0 0.0 0.1
N -1.735148 0.388118 -4.158161 -0.1 0.0 -0.1
H 0.621916 -1.500914 -7.518905 0.0 0.0 0.0
H 2.242396 -2.378505 -5.812976 0.0 0.0 0.0
H 1.921652 -1.875762 -3.433186 0.0 0.0 0.0
```
Positions in Å, forces in eV/Å.

Relative energy (zero: lowest compared OMol25 entry of this formula, charge and spin) across the listed records, respectively: 268.9; 45.6 kJ/mol.